C13H11F2InO3 as an isolated structure at a distorted geometry, computed with ωB97M-V/def2-TZVPD.

## Properties
HOMO-LUMO gap, eV: 1.8
HOMO energy, eV: -14.60

The geometry in ORCA input format:
```
! wB97M-V def2-TZVPD RIJCOSX def2/J DEFGRID3
* xyz 2 1
In 18.207 31.454 -19.592
O 18.009 36.438 -20.426
C 18.328 35.360 -19.724
O 18.871 35.442 -18.613
O 18.081 34.194 -20.161
H 17.561 36.086 -21.217
F 18.025 29.789 -17.168
C 18.028 29.038 -16.057
C 18.458 29.604 -14.856
C 18.529 28.827 -13.722
C 18.245 27.449 -13.827
C 17.894 26.872 -15.058
C 17.727 27.679 -16.163
H 18.758 30.644 -14.800
H 18.965 29.231 -12.821
H 18.308 26.852 -12.926
H 17.808 25.802 -15.185
H 17.484 27.257 -17.130
F 15.885 31.432 -21.520
C 14.586 31.398 -21.827
C 13.838 30.266 -21.545
C 12.476 30.318 -21.740
C 11.912 31.445 -22.383
C 12.676 32.573 -22.679
C 14.023 32.547 -22.406
H 14.256 29.366 -21.112
H 11.890 29.442 -21.506
H 10.840 31.437 -22.543
H 12.267 33.413 -23.221
H 14.670 33.382 -22.642
*
```

C24H62B3N2O5P as an isolated structure at a distorted geometry, computed with ωB97M-V/def2-TZVPD.

## Properties
HOMO-LUMO gap, eV: 9.0
HOMO energy, eV: -9.14

The geometry in ORCA input format:
```
! wB97M-V def2-TZVPD RIJCOSX def2/J DEFGRID3
* xyz 0 1
N 0.928 -1.591 -5.793
P 0.551 -0.128 -5.372
O 1.334 1.007 -6.293
O -1.085 0.129 -5.584
B 0.951 0.034 -3.503
O 2.046 0.683 -2.932
B 1.576 1.586 -1.941
O 0.501 1.251 -1.099
B -0.479 0.626 -1.921
N -1.828 1.154 -2.068
O -0.003 -0.522 -2.624
H 0.113 -2.086 -6.121
H 1.138 1.901 -6.006
H -1.159 0.629 -6.394
H 2.077 2.658 -1.860
H -2.447 0.417 -2.373
H -1.830 1.867 -2.784
C 0.709 5.364 -5.844
C -0.444 5.490 -4.854
C -1.365 4.271 -4.841
C -2.089 3.987 -6.159
C -2.954 5.132 -6.681
C -4.097 5.503 -5.743
H 0.353 5.281 -6.872
H 1.355 6.241 -5.791
H 1.321 4.486 -5.621
H -1.016 6.395 -5.068
H -0.030 5.620 -3.851
H -2.101 4.394 -4.041
H -0.774 3.384 -4.572
H -2.718 3.100 -6.023
H -1.356 3.719 -6.928
H -3.374 4.835 -7.646
H -2.338 6.014 -6.877
H -4.749 4.645 -5.567
H -4.702 6.301 -6.176
H -3.730 5.857 -4.778
C -4.269 -5.413 -0.033
C -3.299 -4.273 -0.327
C -3.990 -2.993 -0.792
C -4.767 -3.115 -2.106
C -3.941 -3.585 -3.302
C -2.806 -2.630 -3.653
H -4.823 -5.712 -0.925
H -3.729 -6.290 0.327
H -4.989 -5.123 0.735
H -2.563 -4.599 -1.067
H -2.736 -4.050 0.585
H -3.238 -2.202 -0.885
H -4.681 -2.658 -0.011
H -5.206 -2.139 -2.339
H -5.612 -3.796 -1.970
H -4.603 -3.682 -4.166
H -3.535 -4.583 -3.117
H -3.190 -1.632 -3.882
H -2.261 -2.988 -4.528
H -2.089 -2.542 -2.836
C 0.810 -1.150 5.335
C 1.351 -0.770 3.960
C 0.425 0.161 3.179
C -0.949 -0.424 2.848
C -0.920 -1.727 2.051
C -0.273 -1.578 0.679
H -0.129 -1.700 5.261
H 1.524 -1.786 5.861
H 0.639 -0.259 5.944
H 1.556 -1.676 3.384
H 2.314 -0.267 4.091
H 0.925 0.462 2.254
H 0.280 1.082 3.754
H -1.516 0.325 2.284
H -1.509 -0.588 3.773
H -1.949 -2.074 1.918
H -0.404 -2.509 2.616
H -0.802 -0.830 0.086
H -0.308 -2.525 0.137
H 0.774 -1.279 0.753
C 6.518 -2.675 8.683
C 6.265 -1.182 8.862
C 4.796 -0.791 8.698
C 4.204 -1.068 7.315
C 4.929 -0.396 6.150
C 4.905 1.127 6.221
H 6.257 -3.012 7.678
H 7.573 -2.905 8.843
H 5.935 -3.256 9.400
H 6.889 -0.618 8.163
H 6.589 -0.890 9.864
H 4.686 0.271 8.936
H 4.201 -1.328 9.443
H 3.159 -0.744 7.316
H 4.181 -2.148 7.139
H 4.450 -0.710 5.218
H 5.964 -0.745 6.094
H 3.878 1.500 6.236
H 5.405 1.557 5.351
H 5.416 1.499 7.111
*
```

no.,LUMO level (eV)
1,-12.84
2,-0.10